Molecular formula: C34H75N9
Method: DFT, ωB97M-V/def2-TZVPD

ORCA input file:
```
! wB97M-V def2-TZVPD RIJCOSX def2/J DEFGRID3
* xyz 0 1
C -0.63968 1.64633 2.41338
C -1.99630 0.96553 2.59738
N -2.46127 0.80434 3.96410
C -1.82294 -0.21935 4.75636
C -1.98941 -1.64576 4.14466
C -2.70495 2.04860 4.63499
C -3.74063 1.94905 5.71058
H 0.11634 1.13207 2.99377
H -0.81759 2.64143 2.84635
H -0.33130 1.74285 1.37273
H -2.74876 1.60443 2.15581
H -2.02625 0.03375 2.02842
H -0.73780 -0.06685 4.85909
H -2.19255 -0.23719 5.78417
H -1.65230 -1.61655 3.07602
H -1.39438 -2.30518 4.75371
H -3.02103 -1.92864 4.11161
H -2.99952 2.74420 3.84187
H -1.81175 2.50125 5.09263
H -4.67979 1.56126 5.32055
H -3.86912 2.87579 6.22287
H -3.46324 1.26325 6.51228
C 0.94991 -3.86767 -2.70029
C 0.52088 -3.92370 -4.15948
N -0.86640 -3.73068 -4.44715
C -1.34538 -2.43937 -4.10379
C -0.82592 -1.35163 -5.02642
C -1.78554 -4.71298 -3.86182
C -2.88652 -5.22973 -4.81547
H 0.37944 -4.56722 -2.10146
H 0.87344 -2.83171 -2.34775
H 1.97270 -4.23058 -2.57076
H 1.10892 -3.18766 -4.70520
H 0.77193 -4.91616 -4.56088
H -2.44522 -2.42342 -4.11178
H -1.03394 -2.20952 -3.10150
H -1.29334 -0.38665 -4.87954
H 0.23980 -1.14914 -4.84315
H -0.97792 -1.63003 -6.04571
H -2.19117 -4.30178 -2.90605
H -1.20804 -5.57896 -3.57595
H -3.41350 -4.40110 -5.30245
H -3.54532 -5.96629 -4.32529
H -2.34430 -5.74486 -5.60902
C -4.82486 5.46799 -0.93615
C -3.83677 4.69403 -0.12715
N -3.07653 5.57172 0.73390
C -3.85813 6.27650 1.75340
C -4.69501 5.29610 2.62661
C -1.92181 4.90965 1.36900
C -0.76002 4.77453 0.38628
H -4.31924 6.17514 -1.63346
H -5.50577 5.98325 -0.28370
H -5.36266 4.80558 -1.61494
H -4.36787 3.84543 0.35738
H -3.19697 4.18001 -0.85339
H -4.51422 7.03155 1.30482
H -3.08281 6.75748 2.39389
H -5.25740 5.78688 3.40356
H -4.01600 4.66506 3.17149
H -5.43721 4.77546 2.04732
H -1.65456 5.50507 2.24704
H -2.15833 3.93648 1.81798
H -1.06076 4.10191 -0.42893
H -0.52134 5.77058 0.03034
H 0.13023 4.28815 0.85821
C 7.46380 -1.63132 -0.83996
C 6.39084 -2.43554 -1.50618
N 5.94593 -3.53458 -0.65824
C 4.55862 -3.88860 -0.85372
C 3.60317 -2.84442 -0.24560
C 6.78986 -4.69711 -0.73680
C 6.83543 -5.44146 0.57041
H 7.05056 -1.17796 0.04460
H 7.88185 -0.77423 -1.34859
H 8.26748 -2.31633 -0.54819
H 5.51911 -1.86671 -1.74566
H 6.73268 -2.79265 -2.48319
H 4.32162 -4.12185 -1.92983
H 4.33191 -4.86044 -0.38505
H 2.56063 -3.13494 -0.15702
H 4.01356 -2.59065 0.72544
H 3.54928 -1.93117 -0.86079
H 7.80983 -4.35822 -0.91863
H 6.47911 -5.36895 -1.54744
H 7.23815 -4.78591 1.33893
H 7.41950 -6.34429 0.43913
H 5.82500 -5.68667 0.86893
C -0.87104 -3.36941 0.79974
C -1.72792 -2.57737 0.02878
N -2.47563 -1.97223 -0.57576
H -0.36620 -4.05376 0.14005
H -1.38588 -3.93346 1.57073
H -0.15938 -2.67229 1.25901
C 4.17550 4.59145 -0.33524
C 3.12648 3.77778 -0.87604
N 2.23660 3.13776 -1.32370
H 3.94346 5.65618 -0.34401
H 5.12375 4.40488 -0.86305
H 4.33598 4.23999 0.66763
C -4.73813 0.89219 -0.18597
C -5.11388 1.72057 -1.29711
N -5.42778 2.39039 -2.18612
H -4.04318 0.11242 -0.46554
H -5.67338 0.48749 0.24560
H -4.27282 1.54661 0.53507
C -0.39563 0.66330 -1.54972
C 0.31596 0.05110 -0.50143
N 0.93089 -0.53396 0.29401
H -0.38553 0.02186 -2.44274
H 0.13914 1.57099 -1.82488
H -1.42097 0.90627 -1.26029
C 3.42386 0.83851 0.97354
C 4.76732 1.35968 0.79127
N 5.77113 1.88175 0.63084
H 2.69669 1.66015 1.11844
H 3.36913 0.25901 1.90306
H 3.14126 0.21380 0.13532
*
```

Properties
SMILES   CCN(CC)CC.CCN(CC)CC.CCN(CC)CC.CCN(CC)CC.CC#N.CC#N.CC#N.CC#N.CC#N



Molecular formula: C34H77N4O7S
Method: DFT, ωB97M-V/def2-TZVPD

ORCA input file:
```
! wB97M-V def2-TZVPD RIJCOSX def2/J DEFGRID3
* xyz 1 1
C -5.84113 -2.31167 -3.90226
C -4.42628 -1.91090 -3.47188
C -4.35056 -1.56448 -2.00040
C -4.62799 -2.76404 -1.10376
C -4.09390 -2.53999 0.30908
C -5.09338 -1.88126 1.25871
C -4.49696 -0.88348 2.24468
C -3.15201 -1.31200 2.81670
C -2.42526 -0.18119 3.58138
C -0.89985 -0.21379 3.39311
C -0.46846 0.09205 1.93251
N 0.03304 -1.22505 1.37447
C 1.45059 -1.43714 1.84241
C 2.20999 -2.38128 0.96154
C 1.40979 -3.63775 0.57536
N 2.29876 -4.79885 0.44778
C 1.97388 -0.00677 1.96779
O 2.70973 0.20014 3.14946
C 4.12248 0.19652 2.95556
C 4.65515 1.55432 2.56315
C 0.78663 0.95895 1.71991
C 0.95993 1.29239 0.17925
C -0.24003 1.93513 -0.52564
C 0.19333 2.79761 -1.71376
C 1.17055 2.11634 -2.66277
S 1.95255 3.43857 -3.60651
O 0.95310 4.31886 -4.08843
O 2.86398 4.00856 -2.68280
O 2.74836 2.75578 -4.78970
C 0.87381 2.34505 2.35567
O 0.24146 2.50198 3.60678
C -1.11024 2.94642 3.51568
C -1.26596 4.39957 3.90034
C -2.76051 4.68108 4.17060
H -5.92801 -3.38939 -3.90415
H -6.55535 -1.88896 -3.20456
H -6.07218 -1.94453 -4.88857
H -3.68398 -2.64715 -3.76360
H -4.18717 -1.00663 -4.00898
H -5.08714 -0.79754 -1.77626
H -3.36104 -1.15445 -1.80334
H -4.16120 -3.63873 -1.54660
H -5.69779 -2.94038 -1.05790
H -3.74716 -3.49259 0.70050
H -3.20393 -1.91797 0.22349
H -5.81644 -1.35343 0.64456
H -5.65745 -2.65618 1.76082
H -4.41995 0.12557 1.84989
H -5.17984 -0.82050 3.08496
H -2.50058 -1.72469 2.05667
H -3.34114 -2.11604 3.51848
H -2.84231 0.78004 3.31572
H -2.59394 -0.39072 4.62851
H -0.61061 -1.20346 3.73230
H -0.47111 0.48707 4.09566
H -1.36599 0.29161 1.36373
H -0.03195 -1.22285 0.35432
H -0.46418 -2.06328 1.67469
H 1.40999 -1.74434 2.88058
H 2.51160 -1.88771 0.04590
H 3.09527 -2.72024 1.48538
H 0.89824 -3.43893 -0.35996
H 0.62683 -3.85098 1.31218
H 2.19827 -5.33009 1.30752
H 1.89440 -5.41712 -0.24801
H 2.68940 0.21276 1.18164
H 4.43870 -0.58792 2.27132
H 4.54400 -0.06445 3.91769
H 5.73502 1.54858 2.64142
H 4.22281 2.30565 3.20975
H 4.41839 1.78383 1.52759
H 1.73938 2.05053 0.18528
H 1.32319 0.44278 -0.39291
H -0.93222 1.15520 -0.84799
H -0.78515 2.57756 0.15114
H -0.67122 3.07676 -2.30199
H 0.59020 3.72703 -1.32457
H 1.98566 1.65235 -2.12244
H 0.66301 1.40303 -3.29870
H 3.65562 2.64865 -4.44865
H 0.53671 3.13587 1.69168
H 1.92947 2.52110 2.53166
H -1.53426 2.76270 2.53014
H -1.67069 2.37227 4.24166
H -0.93070 5.06277 3.11035
H -0.66084 4.61593 4.76757
H -2.92300 5.13354 5.13611
H -3.33909 3.76538 4.14300
H -3.13655 5.29818 3.36632
C -1.71806 5.83430 -7.04660
C -2.85855 4.96427 -7.56717
C -3.22050 3.80006 -6.63349
O -2.31534 2.71012 -6.66358
C -1.15021 2.88581 -5.88109
N -2.52655 4.50526 -8.91839
H -0.74451 5.36603 -7.18761
H -1.69623 6.78185 -7.58334
H -1.84069 6.05498 -5.98414
H -3.74592 5.59983 -7.63795
H -4.17854 3.38909 -6.96367
H -3.36394 4.14846 -5.60102
H -1.35186 3.45854 -4.97199
H -0.36904 3.37802 -6.46116
H -0.77976 1.89612 -5.59965
H -3.32708 4.01985 -9.31391
H -1.81626 3.78277 -8.83430
C 7.28462 -4.10892 2.62040
C 5.77832 -4.08306 2.38213
C 4.94796 -4.47924 3.61402
O 4.90975 -5.86132 3.88886
C 6.03363 -6.37151 4.58934
N 5.46452 -4.91541 1.21796
H 7.68285 -5.12218 2.61108
H 7.79759 -3.55766 1.83313
H 7.54410 -3.64667 3.57524
H 5.50677 -3.04778 2.13938
H 3.90537 -4.19886 3.41877
H 5.26382 -3.91922 4.50480
H 6.42455 -5.64601 5.30745
H 6.82314 -6.67332 3.89867
H 5.70851 -7.25809 5.13144
H 4.47604 -4.81424 0.99695
H 5.55493 -5.88701 1.50447
*
```



no.,LUMO level (eV),E (eV),strongest force on any atom (eV Å⁻¹)
1,0.538,-49882.22162,4.9
2,-2.774,-67626.55807,1.9